C3HO4 | ωB97M-V/def2-TZVPD

Output
Spin multiplicity: 3
⟨S²⟩: 2.006
Highest occupied orbital energy (alpha / beta): -0.0636 / -0.2137 Ha
Orbital gap (alpha / beta): 5.90 / 9.43 eV
Relative energy (zero: lowest compared OMol25 entry of this formula, charge and spin): 54.7 kJ/mol
LUMO (alpha / beta): 0.1533 / 0.1327 Ha
Total charge: -1

Geometry as XYZ:
```
8
Properties=species:S:1:pos:R:3:forces:R:3:mulliken_spin:R:1
C -0.904 -0.482 1.191 -0.05 -0.01 -1.21 1.484
C 0.355 -2.295 -0.510 3.06 1.19 -0.50 0.022
C 0.058 1.471 -0.248 2.61 1.80 -0.57 0.041
O 1.370 -1.753 -0.632 -2.47 -1.59 0.20 0.052
O 0.790 2.426 0.021 -1.82 -1.51 0.70 0.052
O -0.561 0.744 1.216 0.43 1.13 0.13 0.168
O -0.229 0.870 -1.246 -1.02 -0.72 0.55 0.029
H -0.878 -0.982 0.208 -0.75 -0.29 0.70 0.152
```
Positions in Å, forces in eV/Å.

C3HOYb | ωB97M-V/def2-TZVPD

Output
Spin multiplicity: 2
⟨S²⟩: 0.773
Highest occupied orbital energy (alpha / beta): -0.6179 / -0.6859 Ha
Orbital gap (alpha / beta): 6.27 / 8.11 eV
Relative energy (zero: lowest compared OMol25 entry of this formula, charge and spin): 19.6 kJ/mol
LUMO (alpha / beta): -0.3876 / -0.3880 Ha
Total charge: +2

Geometry as XYZ:
```
6
Properties=species:S:1:pos:R:3:forces:R:3:mulliken_spin:R:1
O 1.454 -0.520 -0.036 -1.15 0.91 0.10 0.084
C 0.280 -0.141 -0.160 2.59 0.00 -0.73 0.303
C -0.842 0.410 -0.379 -1.77 -2.60 0.53 -0.083
C -2.063 -0.091 -0.077 2.15 2.84 0.30 0.630
H -2.584 0.506 0.695 -0.91 -0.90 -0.23 0.059
Yb 3.754 -0.163 -0.044 -0.91 -0.26 0.02 0.006
```
Positions in Å, forces in eV/Å.

C3Li2O3Sn | ωB97M-V/def2-TZVPD

Output
Highest occupied orbital energy: -0.6509 Ha
Orbital gap: 7.78 eV
Relative energy (zero: lowest compared OMol25 entry of this formula, charge and spin): 132.0 kJ/mol
LUMO: -0.3650 Ha
Total charge: +2

Geometry as XYZ:
```
9
Properties=species:S:1:pos:R:3:forces:R:3:mulliken_charge:R:1
O -0.928 -0.218 2.408 0.61 1.52 -0.75 -0.566
C -1.026 0.473 1.422 -1.67 -3.15 1.07 1.326
O -1.860 0.881 0.648 1.87 0.74 -0.24 -0.613
Li -1.281 0.979 -1.230 -0.31 0.22 0.82 0.923
Li 0.913 -1.189 2.260 -0.44 0.49 0.19 0.953
C 0.705 0.146 0.488 0.53 0.05 -1.48 -1.192
C 1.025 -0.061 -0.688 -1.70 1.01 4.33 0.616
O 0.861 -0.197 -1.946 -3.35 2.89 5.05 -0.483
Sn 1.590 -0.813 -3.362 4.47 -3.77 -8.99 1.037
```
Positions in Å, forces in eV/Å.

C3N2O | ωB97M-V/def2-TZVPD

Output
Highest occupied orbital energy: -0.4755 Ha
SMILES string: N#CC(=O)C#N
Orbital gap: 11.06 eV
Relative energy (zero: lowest compared OMol25 entry of this formula, charge and spin): 78.8 kJ/mol
LUMO: -0.0689 Ha
Total charge: 0

Geometry as XYZ:
```
6
Properties=species:S:1:pos:R:3:forces:R:3:mulliken_charge:R:1
N 2.431 0.643 0.006 1.00 0.54 0.10 -0.269
C 1.417 0.137 0.130 -3.92 -2.26 -0.65 0.141
C -0.085 -0.589 -0.032 1.84 2.60 0.60 0.477
O -0.306 -1.742 -0.013 0.49 -0.02 -0.12 -0.309
C -1.181 0.436 -0.109 -1.47 -0.37 0.50 0.244
N -2.230 0.926 0.032 2.05 -0.49 -0.43 -0.284
```
Positions in Å, forces in eV/Å.

C3N2O | ωB97M-V/def2-TZVPD

Output
Highest occupied orbital energy: -0.4586 Ha
SMILES string: N#CC(=O)C#N
Orbital gap: 10.40 eV
Relative energy (zero: lowest compared OMol25 entry of this formula, charge and spin): 51.6 kJ/mol
LUMO: -0.0765 Ha
Total charge: 0

Geometry as XYZ:
```
6
Properties=species:S:1:pos:R:3:forces:R:3:mulliken_charge:R:1
N -2.390 -0.619 0.150 1.09 -0.07 -0.40 -0.301
C -1.283 -0.369 -0.076 -0.99 -1.01 0.21 0.266
C 0.000 0.317 -0.135 -0.27 0.99 0.85 0.443
O -0.128 1.505 -0.021 0.76 0.32 -0.42 -0.331
C 1.347 -0.277 -0.056 0.71 -0.38 0.10 0.196
N 2.454 -0.557 0.137 -1.31 0.15 -0.34 -0.274
```
Positions in Å, forces in eV/Å.